No. 1
Entry from OMol25: C25H20ClN3O7V as an isolated structure (ωB97M-V/def2-TZVPD).

Results
- <S²>: 0.761
- LUMO level (alpha / beta): -0.331 / -0.311 Ha
- Total energy: -3059.3665 hartree
- HOMO-LUMO gap (alpha / beta): 6.522 / 7.069 eV
- Multiplicity: 2
- Molar mass: 560.8 g/mol
- Charge: +2

Last column: Löwdin charge in e.
Cartesian coordinates (Å):
V 0.208 0.251 0.098  1.233
O 0.249 4.058 0.373  0.244
C 0.177 2.918 0.645  -0.421
O -0.078 1.924 -0.317  -0.111
C 0.343 2.278 1.997  -0.154
C 0.496 3.013 3.160  0.056
C 0.618 2.317 4.342  0.076
C 0.577 0.910 4.354  -0.118
C 0.682 0.153 5.548  0.017
C 0.638 -1.210 5.503  -0.014
C 0.489 -1.881 4.267  -0.008
C 0.385 -1.185 3.095  -0.005
C 0.428 0.222 3.122  -0.179
N 0.324 0.944 1.967  0.060
H 0.511 4.092 3.108  0.148
H 0.740 2.848 5.279  0.146
H 0.797 0.676 6.488  0.136
H 0.717 -1.788 6.413  0.130
H 0.453 -2.963 4.253  0.131
H 0.267 -1.716 2.154  0.110
O -3.890 -3.654 -1.370  0.174
C -4.472 -2.568 -0.877  -0.474
O -5.655 -2.432 -0.823  0.147
C -3.578 -1.472 -0.361  0.001
C -4.036 -0.296 0.249  -0.548
Cl -5.586 0.229 0.593  0.932
N -2.968 0.461 0.580  -0.033
N -1.834 -0.161 0.218  0.048
C -2.197 -1.322 -0.338  -0.102
C -1.042 -2.139 -0.763  -0.420
O -1.049 -3.251 -1.179  0.216
O 0.102 -1.425 -0.552  -0.121
C -2.960 1.710 1.299  -0.242
C -2.992 2.900 0.592  -0.009
C -3.016 4.092 1.303  -0.036
C -3.021 4.072 2.692  -0.040
C -3.003 2.866 3.384  -0.053
C -2.973 1.668 2.685  -0.016
H -2.918 -3.644 -1.353  0.086
H -3.007 2.896 -0.491  0.139
H -3.044 5.032 0.771  0.128
H -3.062 5.005 3.240  0.123
H -3.040 2.857 4.465  0.121
H -2.995 0.716 3.203  0.131
C 4.418 -0.325 -0.165  -0.122
C 3.943 -0.255 -1.617  -0.120
C 2.678 0.569 -1.522  -0.086
O 2.136 0.242 -0.168  -0.304
C 3.130 -0.557 0.591  -0.100
H 4.880 0.613 0.144  0.134
H 5.128 -1.131 0.005  0.139
H 3.725 -1.251 -2.001  0.135
H 4.668 0.216 -2.277  0.140
H 1.915 0.308 -2.255  0.137
H 2.851 1.644 -1.521  0.145
H 2.800 -1.596 0.547  0.139
H 3.115 -0.187 1.614  0.132

Cartesian forces, eV/Å:
V -0.17 0.12 -0.03
O 0.01 0.01 0.04
C 0.08 -0.07 0.02
O 0.06 -0.12 0.06
C -0.06 0.18 -0.09
C 0.00 -0.01 -0.01
C 0.01 -0.03 0.01
C 0.00 0.04 -0.03
C 0.00 -0.02 0.01
C 0.00 0.01 0.00
C 0.00 0.01 -0.01
C 0.01 -0.03 0.01
C -0.01 0.03 0.02
N 0.01 0.00 0.06
H 0.00 0.00 0.00
H 0.00 0.00 0.00
H 0.00 -0.01 0.00
H 0.00 0.00 0.00
H 0.00 0.00 0.00
H 0.00 0.01 0.00
O -0.02 0.00 -0.02
C 0.02 -0.01 0.02
O 0.00 -0.01 -0.01
C 0.04 -0.01 0.05
C 0.05 0.02 -0.01
Cl -0.03 -0.01 -0.01
N -0.01 0.06 0.01
N 0.17 -0.22 -0.02
C -0.16 0.08 -0.01
C -0.15 -0.03 0.01
O -0.02 -0.02 -0.07
O 0.21 0.05 -0.05
C -0.06 -0.02 0.01
C 0.01 0.00 -0.02
C 0.01 0.01 0.02
C 0.00 -0.01 0.00
C -0.02 0.00 -0.03
C 0.00 0.00 0.03
H 0.01 0.00 0.02
H -0.01 0.00 0.01
H 0.00 0.00 0.00
H 0.00 0.00 0.00
H 0.00 0.00 0.00
H 0.00 0.00 -0.01
C 0.01 0.00 0.00
C 0.02 0.00 -0.02
C -0.01 -0.02 0.01
O 0.00 0.02 0.00
C 0.01 -0.01 0.00
H 0.00 0.00 0.00
H -0.01 -0.01 0.00
H 0.00 0.00 0.00
H 0.00 0.01 0.01
H 0.00 0.00 0.00
H 0.00 0.00 0.00
H 0.00 0.00 0.01
H 0.01 0.01 0.00


No. 2
Entry from OMol25: C25H31Cl5N4PSSe2Sn as an isolated structure (ωB97M-V/def2-TZVPD).

Results
- LUMO level: -0.098 Ha
- Total energy: -9247.7393 hartree
- HOMO-LUMO gap: 7.647 eV
- Molar mass: 904.5 g/mol
- Charge: +1

Last column: Löwdin charge in e.
Cartesian coordinates (Å):
Sn -0.231 0.306 -0.028  1.141
C -1.186 3.270 1.761  -0.178
C 0.320 3.079 1.659  -0.204
N 0.716 1.670 1.838  -0.179
C 0.631 1.168 3.223  -0.255
C -0.752 0.749 3.732  -0.414
S -1.603 -0.417 2.623  0.789
C -3.189 0.364 2.223  -0.437
C -3.167 1.811 1.685  -0.238
N -1.920 2.225 1.020  -0.125
H -1.438 4.271 1.403  0.135
H -1.480 3.230 2.807  0.100
H 0.816 3.723 2.393  0.133
H 0.648 3.380 0.667  0.078
H 1.694 1.631 1.568  0.032
H 1.027 1.919 3.917  0.131
H 1.279 0.294 3.275  0.077
H -1.418 1.590 3.905  0.067
H -0.613 0.239 4.684  0.082
H -3.827 0.309 3.104  0.081
H -3.588 -0.328 1.478  0.044
H -3.370 2.483 2.519  0.113
H -4.009 1.922 0.999  0.118
H -2.132 2.578 0.094  0.032
Cl -1.886 1.962 -2.237  0.664
C -0.223 2.472 -2.374  -0.710
C 0.664 2.096 -1.365  -0.364
C 1.940 2.640 -1.486  -0.679
Cl 3.131 2.367 -0.238  0.730
C 2.337 3.445 -2.555  -0.702
Cl 3.936 4.072 -2.648  0.700
C 1.422 3.748 -3.561  -0.705
Cl 1.880 4.743 -4.880  0.715
C 0.120 3.266 -3.465  -0.707
Cl -1.036 3.659 -4.673  0.707
Se -0.083 -1.128 -3.674  0.661
Se -0.828 -3.038 -2.575  0.666
C -2.630 -2.468 -2.146  -0.666
C -3.686 -3.237 -2.622  -0.097
C -4.977 -2.815 -2.355  -0.049
C -5.164 -1.644 -1.637  -0.045
C -4.044 -0.962 -1.197  -0.155
N -2.795 -1.368 -1.429  0.003
C 1.681 -1.115 -2.891  -0.671
C 2.739 -1.526 -3.691  -0.090
C 4.011 -1.573 -3.142  -0.037
C 4.175 -1.212 -1.817  -0.037
C 3.060 -0.812 -1.100  -0.208
N 1.830 -0.753 -1.617  -0.037
H -3.490 -4.132 -3.196  0.102
H -5.825 -3.380 -2.719  0.117
H -6.156 -1.266 -1.429  0.111
H -4.142 -0.037 -0.636  0.090
H 2.552 -1.819 -4.714  0.103
H 4.852 -1.906 -3.736  0.119
H 5.149 -1.232 -1.346  0.116
H 3.143 -0.511 -0.067  0.053
C 3.420 -2.285 2.142  -0.284
P 1.629 -2.100 1.727  0.752
C 0.937 -2.773 3.297  -0.302
C 1.392 -3.569 0.654  -0.288
H 3.576 -3.202 2.710  0.044
H 3.754 -1.439 2.746  0.038
H 4.023 -2.324 1.236  0.026
H 1.353 -3.762 3.492  0.045
H -0.147 -2.843 3.233  0.010
H 1.194 -2.114 4.130  0.038
H 1.864 -4.444 1.104  0.049
H 1.818 -3.393 -0.334  0.020
H 0.323 -3.754 0.533  0.030

Cartesian forces, eV/Å:
Sn 0.22 0.40 -0.21
C 0.17 -0.20 0.01
C -0.15 0.01 -0.02
N -0.09 -0.05 0.05
C -0.11 -0.02 0.00
C -0.13 -0.07 -0.21
S -0.04 -0.04 0.14
C 0.29 0.03 0.00
C 0.08 -0.17 0.09
N 0.00 0.11 -0.02
H -0.01 0.01 0.00
H -0.09 0.03 0.00
H 0.02 -0.01 0.00
H 0.07 0.01 0.06
H 0.08 -0.07 0.00
H 0.04 0.00 0.00
H 0.05 0.00 0.00
H 0.04 0.02 0.07
H 0.01 0.10 0.06
H -0.12 0.01 -0.06
H -0.02 0.02 0.06
H -0.02 0.06 -0.03
H -0.01 0.01 -0.03
H -0.07 -0.01 0.06
Cl -0.25 -0.20 -0.13
C 0.42 0.06 0.21
C -0.25 0.07 -0.13
C -0.23 -0.06 -0.20
Cl 0.05 -0.15 0.14
C 0.11 0.00 0.06
Cl -0.04 -0.02 -0.01
C -0.02 0.03 0.00
Cl 0.01 -0.03 -0.01
C -0.10 -0.03 -0.01
Cl 0.01 0.01 0.00
Se 0.04 0.33 -0.02
Se -0.19 -0.30 0.13
C 0.08 0.11 0.04
C 0.10 -0.07 -0.02
C -0.04 -0.01 0.04
C -0.05 0.00 -0.01
C 0.13 -0.02 -0.04
N -0.07 0.14 -0.03
C -0.02 -0.08 0.13
C -0.04 0.02 -0.02
C -0.02 -0.01 -0.02
C 0.09 0.00 0.01
C -0.17 0.07 -0.14
N 0.22 -0.10 -0.06
H -0.02 0.04 -0.04
H 0.02 -0.01 0.01
H 0.02 0.00 0.01
H -0.04 -0.02 -0.04
H 0.02 -0.01 -0.01
H 0.00 0.04 0.00
H -0.04 0.00 0.01
H 0.07 0.00 0.08
C -0.17 0.11 -0.03
P 0.14 -0.21 0.17
C 0.02 0.17 -0.12
C 0.00 0.14 0.04
H 0.06 -0.03 -0.03
H 0.03 -0.03 -0.01
H 0.02 0.02 -0.01
H -0.01 -0.01 0.04
H -0.04 -0.02 0.03
H -0.03 -0.03 0.00
H -0.02 -0.04 -0.02
H -0.01 -0.01 0.01
H 0.02 -0.01 -0.03


It is found that the relative energy (zero: lowest compared OMol25 entry of this formula, charge and spin) values, taken in the order of the records, are 0.0 0.0 kcal per mole.